Record 1
ORCA calculation (ωB97M-V with the def2-TZVPD basis set) on a structure of composition C31H43BF4N3O2Se2Tc at a distorted geometry.

Values from the calculation:
**ΔE to the lowest compared entry with this formula, charge and spin**: 1.7484 eV
**Total energy**: -185846.3154 eV
**LUMO (alpha / beta)**: -4.315 / -3.788 eV
**Highest occupied orbital energy (alpha / beta)**: -9.84 / -9.84 eV
**Molar mass**: 832.428 u

ORCA input file:
```
! RIJCOSX wB97M-V def2-TZVPD def2/J DEFGRID3
* xyz 1 2
Tc 0.26 0.47 -0.22
C -2.54 -3.03 2.60
Se -0.74 -2.55 2.04
C -0.53 -3.82 0.57
C -1.47 -3.61 -0.61
Se -1.22 -1.95 -1.66
C -3.06 -1.33 -1.59
H -2.52 -3.98 3.13
H -3.19 -3.09 1.74
H -2.88 -2.24 3.27
H -0.70 -4.82 0.98
H 0.51 -3.75 0.26
H -2.51 -3.59 -0.29
H -1.34 -4.42 -1.32
H -3.71 -2.16 -1.85
H -3.18 -0.53 -2.32
H -3.28 -0.95 -0.59
F -2.05 1.07 3.09
B -1.81 1.67 1.89
F -1.40 0.50 0.97
F -2.89 2.26 1.31
F -0.65 2.45 1.88
C -0.23 3.78 -1.38
C -0.68 2.68 -2.37
C 0.41 2.52 -3.45
C -0.81 1.45 -1.51
C -2.01 3.00 -3.05
C -2.66 4.21 -2.92
C -3.88 4.43 -3.55
C -4.47 3.44 -4.31
C -3.82 2.22 -4.45
C -2.60 2.01 -3.83
H 0.70 3.47 -0.89
H -0.99 3.93 -0.61
H -0.06 4.72 -1.91
H 1.37 2.32 -2.98
H 0.47 3.44 -4.03
H 0.16 1.70 -4.13
H -1.87 1.16 -1.44
H -2.25 5.01 -2.31
H -4.37 5.39 -3.44
H -5.42 3.61 -4.80
H -4.27 1.43 -5.05
H -2.10 1.05 -3.96
C 3.79 0.87 -2.90
C 3.40 -0.58 -3.17
C 1.99 -0.64 -2.59
O 2.01 0.26 -1.46
C 3.18 1.12 -1.53
H 3.36 1.54 -3.64
H 4.87 1.02 -2.89
H 4.06 -1.26 -2.63
H 3.41 -0.84 -4.23
H 1.71 -1.64 -2.25
H 1.24 -0.29 -3.31
H 3.87 0.83 -0.73
H 2.86 2.15 -1.36
C -4.96 4.01 7.09
C -3.63 3.50 6.64
C -2.96 4.06 5.56
C -1.74 3.57 5.14
C -1.16 2.48 5.77
N 0.05 1.97 5.24
C 0.91 1.12 5.84
O 0.84 0.73 6.99
N 2.05 0.74 5.09
C 2.25 0.33 3.79
C 3.54 -0.13 3.46
C 3.78 -0.64 2.20
C 2.76 -0.63 1.27
N 1.54 -0.15 1.54
C 1.28 0.28 2.78
C -1.80 1.91 6.87
C -3.01 2.43 7.30
H -5.54 4.39 6.24
H -4.84 4.84 7.79
H -5.54 3.24 7.59
H -3.41 4.89 5.03
H -1.24 4.02 4.29
H 0.29 2.33 4.32
H 2.75 0.40 5.73
H 4.32 -0.12 4.21
H 4.75 -1.04 1.95
H 2.90 -1.07 0.29
H 0.26 0.55 3.00
H -1.36 1.08 7.39
H -3.50 1.99 8.16
*
```


Record 2
ORCA calculation (ωB97M-V with the def2-TZVPD basis set) on the molecule CH5OP at a distorted geometry.

Values from the calculation:
**ΔE to the lowest compared entry with this formula, charge and spin**: 0.3501 eV
**Total energy**: -12453.7890 eV
**LUMO**: 0.874 eV
**Highest occupied orbital energy**: -8.93 eV
**Molar mass**: 64.024 u
**Structure (SMILES)**: CPO

ORCA input file:
```
! RIJCOSX wB97M-V def2-TZVPD def2/J DEFGRID3
* xyz 0 1
C 0.74 -0.03 0.20
P -0.92 -0.78 0.12
O -1.65 0.72 0.02
H 1.36 -0.25 1.19
H 0.68 1.02 0.02
H 1.55 -0.41 -0.57
H -0.93 -1.01 -1.31
H -2.51 0.76 -0.42
*
```


Record 3
ORCA calculation (ωB97M-V with the def2-TZVPD basis set) on the molecule C4H4S at a distorted geometry.

Values from the calculation:
**ΔE to the lowest compared entry with this formula, charge and spin**: 2.8749 eV
**Total energy**: -15044.8044 eV
**LUMO**: -0.763 eV
**Highest occupied orbital energy**: -8.96 eV
**Molar mass**: 84.143 u
**Structure (SMILES)**: CC#CC=S

ORCA input file:
```
! RIJCOSX wB97M-V def2-TZVPD def2/J DEFGRID3
* xyz 0 1
C -1.84 -0.15 -0.30
C -0.43 -0.16 -0.09
C 0.72 0.13 0.16
C 2.24 0.19 0.49
S 3.39 -0.51 -0.42
H -2.20 0.06 -1.22
H -2.16 0.61 0.36
H -2.26 -1.11 -0.18
H 2.54 0.94 1.19
*
```


Record 4
ORCA calculation (ωB97M-V with the def2-TZVPD basis set) on a structure of composition C23H20N6O4SV at a distorted geometry.

Values from the calculation:
**ΔE to the lowest compared entry with this formula, charge and spin**: 0.3498 eV
**Total energy**: -77830.7236 eV
**LUMO (alpha / beta)**: 4.836 / 4.836 eV
**Highest occupied orbital energy (alpha / beta)**: 0.45 / -1.21 eV
**Molar mass**: 527.462 u

ORCA input file:
```
! RIJCOSX wB97M-V def2-TZVPD def2/J DEFGRID3
* xyz -2 4
V -0.71 -0.54 -0.24
N 3.21 1.51 -2.53
C 2.68 0.35 -1.93
S 3.00 -1.19 -2.62
N 1.96 0.71 -0.85
N 1.39 -0.32 -0.22
C 1.89 -0.73 0.89
C 1.28 -1.82 1.60
C 1.89 -2.42 2.72
C 1.25 -3.51 3.32
C 0.14 -4.03 2.72
C -0.43 -3.37 1.60
N 0.13 -2.32 1.07
H 4.05 1.27 -3.10
H 3.12 2.36 -1.97
H 2.83 -0.35 1.28
H 2.85 -1.97 2.99
H 1.65 -3.98 4.21
H -0.40 -4.92 3.06
H -1.24 -3.78 1.01
O -2.43 -0.50 0.69
C -2.27 -0.50 2.00
C -2.91 -1.47 2.73
C -2.87 -1.50 4.16
C -2.26 -0.54 4.87
C -1.55 0.45 4.17
C -1.48 0.44 2.77
C -0.57 1.35 2.09
N -0.35 1.29 0.78
N 0.01 2.33 0.05
C -0.27 2.13 -1.28
O -0.83 1.11 -1.79
C 0.14 3.20 -2.22
C 0.70 4.37 -1.73
C 0.93 5.39 -2.61
C 0.59 5.28 -3.96
C 0.01 4.10 -4.44
C -0.25 3.05 -3.56
H -3.46 -2.32 2.27
H -3.41 -2.31 4.67
H -2.37 -0.52 5.94
H -0.87 1.09 4.73
H 0.00 2.09 2.66
H 0.90 4.49 -0.68
H 1.42 6.32 -2.29
H 0.73 6.15 -4.59
H -0.33 3.96 -5.45
H -0.69 2.12 -3.88
C -0.70 -3.45 -3.27
C -1.35 -2.85 -2.02
O -2.18 -3.39 -1.32
O -0.94 -1.58 -1.86
H -0.52 -4.53 -3.10
H 0.22 -2.89 -3.47
H -1.35 -3.30 -4.08
*
```


Record 5
ORCA calculation (ωB97M-V with the def2-TZVPD basis set) on a structure of composition C33H88MnN8O11 at a distorted geometry.

Values from the calculation:
**ΔE to the lowest compared entry with this formula, charge and spin**: 2.1474 eV
**Total energy**: -101401.1489 eV
**LUMO (alpha / beta)**: 2.459 / 2.432 eV
**Highest occupied orbital energy (alpha / beta)**: -0.66 / -3.72 eV
**Molar mass**: 828.050 u

ORCA input file:
```
! RIJCOSX wB97M-V def2-TZVPD def2/J DEFGRID3
* xyz -1 7
Mn 1.07 0.08 -1.71
C 0.48 0.21 0.47
O -0.47 -0.04 -0.23
O 1.00 1.27 0.09
O 1.43 -0.60 0.28
C 3.18 -4.90 0.24
C 1.70 -4.53 0.60
C 1.56 -4.31 2.11
O 0.12 -4.27 2.34
C -0.34 -5.52 2.94
N 1.34 -3.40 -0.23
H 3.27 -5.03 -0.84
H 3.44 -5.90 0.59
H 3.84 -4.16 0.69
H 1.24 -5.45 0.24
H 1.90 -3.34 2.47
H 2.08 -5.02 2.75
H 0.22 -5.64 3.87
H -0.20 -6.43 2.36
H -1.40 -5.42 3.17
H 1.63 -2.48 0.08
H 0.36 -3.25 -0.02
C -0.67 5.34 1.81
C -1.38 3.95 2.01
C -2.86 4.22 2.50
O -3.03 5.07 3.61
C -4.31 5.45 3.90
N -1.31 3.19 0.77
H -0.73 5.87 2.75
H -1.14 5.91 1.01
H 0.39 5.29 1.54
H -1.00 3.34 2.83
H -3.37 3.31 2.80
H -3.48 4.60 1.68
H -4.83 5.70 2.98
H -4.28 6.34 4.53
H -4.90 4.68 4.39
H -1.58 2.23 0.89
H -0.33 3.06 0.61
C 0.25 -3.86 -3.31
C -0.26 -2.40 -3.40
C -1.65 -2.07 -2.84
O -2.71 -2.67 -3.68
C -4.04 -2.06 -3.44
N 0.82 -1.86 -2.58
H -0.63 -4.34 -3.75
H 0.39 -4.48 -2.42
H 1.07 -4.12 -3.98
H -0.06 -2.01 -4.40
H -1.63 -0.99 -2.74
H -1.72 -2.51 -1.84
H -4.40 -2.06 -2.41
H -4.87 -2.51 -4.00
H -4.03 -1.01 -3.70
H 0.94 -2.53 -1.84
H 1.61 -2.07 -3.17
C -2.74 -1.34 2.62
C -2.78 -2.44 1.62
C -3.87 -2.16 0.62
O -5.17 -2.27 1.24
C -6.11 -2.69 0.38
N -1.46 -2.61 1.02
H -2.50 -0.34 2.27
H -2.09 -1.64 3.45
H -3.68 -1.23 3.16
H -3.06 -3.35 2.17
H -3.62 -2.93 -0.10
H -3.69 -1.18 0.18
H -6.05 -3.69 -0.06
H -6.12 -2.12 -0.55
H -7.03 -2.45 0.90
H -0.73 -2.88 1.66
H -1.12 -1.87 0.43
C 4.31 -2.05 -1.81
C 4.21 -0.83 -2.70
C 3.95 -1.14 -4.25
O 2.80 -1.92 -4.44
C 2.33 -1.98 -5.88
N 3.19 0.13 -2.16
H 3.47 -2.75 -1.88
H 4.49 -1.79 -0.77
H 5.24 -2.55 -2.08
H 5.20 -0.39 -2.60
H 4.87 -1.67 -4.53
H 4.00 -0.23 -4.85
H 3.10 -2.31 -6.58
H 1.96 -1.04 -6.27
H 1.48 -2.65 -5.99
H 3.53 0.62 -1.34
H 3.36 0.83 -2.86
C 5.64 2.95 -1.13
C 4.36 3.01 -0.41
C 3.17 3.74 -1.05
O 3.35 5.11 -1.59
C 4.01 6.00 -0.73
N 4.02 1.67 0.01
H 5.98 3.93 -1.49
H 5.47 2.23 -1.93
H 6.56 2.67 -0.62
H 4.37 3.47 0.58
H 2.36 3.88 -0.33
H 2.73 3.18 -1.87
H 4.99 5.65 -0.40
H 3.45 6.27 0.16
H 4.08 6.96 -1.25
H 4.50 1.55 0.90
H 3.04 1.61 0.23
C -4.28 2.20 -0.26
C -4.02 1.50 -1.57
C -4.60 2.23 -2.78
O -5.92 2.41 -2.47
C -6.71 2.87 -3.50
N -2.58 1.30 -1.71
H -3.63 1.92 0.57
H -5.27 2.09 0.19
H -3.97 3.23 -0.44
H -4.46 0.50 -1.55
H -4.59 1.66 -3.70
H -4.12 3.20 -2.87
H -6.76 2.08 -4.25
H -6.24 3.63 -4.13
H -7.73 3.22 -3.33
H -2.37 0.50 -1.13
H -2.12 2.04 -1.20
C 3.88 -0.84 4.91
C 2.84 -0.53 3.77
C 2.01 0.57 4.25
O 1.14 0.24 5.38
C 0.33 1.34 5.69
N 3.68 -0.16 2.59
H 4.50 -0.02 5.28
H 4.44 -1.75 4.67
H 3.27 -1.13 5.76
H 2.13 -1.36 3.75
H 1.44 0.83 3.36
H 2.65 1.39 4.57
H 0.87 2.14 6.19
H -0.38 1.03 6.46
H -0.24 1.79 4.88
H 3.07 -0.03 1.80
H 4.24 -0.97 2.39
*
```


Record 6
ORCA calculation (ωB97M-V with the def2-TZVPD basis set) on a cluster of 2 separate species, C3H12N in total at a distorted geometry.

Values from the calculation:
**ΔE to the lowest compared entry with this formula, charge and spin**: 0.7608 eV
**Total energy**: -4788.3747 eV
**LUMO**: -4.572 eV
**Highest occupied orbital energy**: -14.52 eV
**Molar mass**: 62.136 u

ORCA input file:
```
! RIJCOSX wB97M-V def2-TZVPD def2/J DEFGRID3
* xyz 1 1
N -0.23 -0.05 3.08
H -0.27 -1.07 3.22
H -0.31 0.05 2.06
H -1.00 0.37 3.61
H 0.61 0.30 3.53
C 0.74 1.10 -1.14
C 0.42 -0.38 -0.96
C -0.84 -0.69 -1.76
H 0.82 1.29 -2.21
H 1.66 1.48 -0.68
H -0.10 1.74 -0.86
H 0.22 -0.58 0.10
H 1.21 -1.03 -1.34
H -1.07 -1.71 -2.07
H -1.76 -0.56 -1.19
H -0.87 -0.17 -2.72
*
```


Record 7
ORCA calculation (ωB97M-V with the def2-TZVPD basis set) on the molecule C2H4ClNS at a distorted geometry.

Values from the calculation:
**ΔE to the lowest compared entry with this formula, charge and spin**: 2.5015 eV
**Total energy**: -26984.1224 eV
**LUMO**: -0.300 eV
**Highest occupied orbital energy**: -9.11 eV
**Molar mass**: 109.581 u
**Structure (SMILES)**: CN(Cl)C=S

ORCA input file:
```
! RIJCOSX wB97M-V def2-TZVPD def2/J DEFGRID3
* xyz 0 1
C 0.87 0.54 -0.56
N 0.26 0.09 0.68
Cl -0.25 1.31 1.76
C -0.94 -0.88 0.35
S -1.11 -1.79 -0.97
H 1.28 -0.47 -0.92
H 0.01 1.01 -1.10
H 1.65 1.20 -0.35
H -1.76 -1.02 1.11
*
```


Record 8
ORCA calculation (ωB97M-V with the def2-TZVPD basis set) on a structure of composition C28H47NO2P2V at a distorted geometry.

Values from the calculation:
**Total energy**: -79634.0602 eV
**LUMO (alpha / beta)**: -3.284 / -4.654 eV
**Highest occupied orbital energy (alpha / beta)**: -10.45 / -10.44 eV
**Molar mass**: 542.581 u

ORCA input file:
```
! RIJCOSX wB97M-V def2-TZVPD def2/J DEFGRID3
* xyz 1 3
V 1.76 -1.51 -0.13
C 0.01 2.95 -0.53
C -0.28 2.28 -1.75
C -2.25 2.50 -0.56
C -1.19 3.05 0.22
C -1.66 1.93 -1.73
C 1.27 3.60 -0.14
H 2.01 3.55 -0.94
H 1.70 3.17 0.77
H 1.12 4.68 0.04
C -1.31 3.90 1.41
H -0.40 3.81 2.02
H -2.18 3.62 2.01
H -1.41 4.96 1.12
C -3.68 2.78 -0.44
H -3.94 3.67 -1.05
H -3.95 2.97 0.61
H -4.28 1.95 -0.81
C -2.43 1.48 -2.92
H -2.82 2.37 -3.44
H -3.29 0.84 -2.68
H -1.78 0.94 -3.64
C 0.54 2.25 -2.98
H 0.17 2.98 -3.72
H 0.52 1.26 -3.45
H 1.58 2.51 -2.78
C 2.79 -2.29 1.14
C 3.73 -1.22 0.61
C 4.59 -1.55 -0.62
C 3.84 -2.17 -1.86
C 2.33 -2.02 -1.88
C 1.40 -3.01 -1.31
C 1.81 -4.11 -0.43
C 2.87 -3.72 0.69
H 5.41 -2.24 -0.34
H 4.17 -3.23 -1.96
H 5.08 -0.63 -0.99
H 3.88 -4.02 0.34
H 2.46 -2.11 2.16
H 4.39 -0.84 1.42
H 2.60 -4.35 1.56
H 0.92 -4.54 0.06
H 0.55 -3.21 -1.96
H 2.20 -4.99 -0.98
H 4.24 -1.69 -2.78
H 1.98 -1.58 -2.83
P 2.74 0.49 0.60
P -2.08 -0.89 -1.08
C -0.04 -1.66 0.82
C -1.36 -2.06 0.18
H -0.25 -0.84 1.57
H 0.41 -2.58 1.31
H -1.31 -3.07 -0.26
H -2.11 -2.07 1.00
C -3.80 -1.43 -0.91
H -4.42 -0.81 -1.57
H -4.08 -1.25 0.13
H -3.85 -2.49 -1.17
C -1.57 -1.76 -2.62
H -1.58 -2.85 -2.48
H -0.55 -1.45 -2.90
H -2.24 -1.48 -3.44
C 2.40 1.01 2.34
H 2.27 2.09 2.47
H 3.27 0.67 2.91
H 1.49 0.51 2.73
C 3.11 1.12 -1.05
H 2.27 0.79 -1.69
H 4.07 0.75 -1.46
H 3.14 2.21 -1.08
O -0.31 -0.42 3.60
C -1.48 -0.03 3.46
C -2.65 -0.65 4.24
C -3.73 0.37 4.05
C -3.19 1.26 2.93
O -3.89 2.16 2.45
N -1.90 0.94 2.60
H -2.93 -1.60 3.78
H -2.38 -0.82 5.28
H -4.69 -0.06 3.76
H -3.87 0.97 4.95
*
```


Record 9
ORCA calculation (ωB97M-V with the def2-TZVPD basis set) on a structure of composition C27H34AsCl5F6Ge2HfO3P.

Values from the calculation:
**Total energy**: -298055.5981 eV
**LUMO**: -9.606 eV
**Highest occupied orbital energy**: -16.41 eV
**Molar mass**: 1127.425 u

ORCA input file:
```
! RIJCOSX wB97M-V def2-TZVPD def2/J DEFGRID3
* xyz 3 1
Hf -0.74 1.27 0.62
Cl -0.86 2.51 3.03
C -0.83 0.80 3.48
C -0.69 -0.08 2.41
C -0.63 -1.42 2.76
Cl -0.48 -2.60 1.50
C -0.72 -1.86 4.08
Cl -0.64 -3.53 4.45
C -0.86 -0.92 5.12
Cl -0.97 -1.44 6.73
C -0.92 0.44 4.82
Cl -1.10 1.62 6.03
C 5.26 -0.68 -3.00
Ge 3.54 -0.83 -3.83
C 2.65 0.73 -4.51
C 2.78 -2.54 -4.24
Ge 1.22 -0.81 -0.11
C 1.73 1.03 0.73
C 2.41 1.67 -0.33
C 3.35 2.65 -0.09
C 3.64 3.03 1.22
C 3.02 2.39 2.28
C 2.09 1.39 2.04
C 2.68 -1.92 0.47
C 3.16 -2.85 -0.45
C 4.17 -3.74 -0.10
C 4.68 -3.72 1.19
C 4.19 -2.81 2.12
C 3.21 -1.91 1.77
H 5.99 -0.75 -3.82
H 5.45 -1.49 -2.31
H 5.40 0.29 -2.52
H 2.71 0.67 -5.61
H 3.12 1.65 -4.19
H 1.59 0.73 -4.26
H 2.74 -2.62 -5.33
H 1.76 -2.62 -3.88
H 3.38 -3.36 -3.84
H 2.18 1.41 -1.36
H 3.84 3.15 -0.92
H 4.36 3.81 1.40
H 3.27 2.66 3.30
H 1.65 0.87 2.88
H 2.72 -2.91 -1.45
H 4.54 -4.46 -0.82
H 5.45 -4.42 1.47
H 4.59 -2.81 3.13
H 2.85 -1.20 2.50
C -6.05 -2.12 -0.63
C -5.86 -1.00 0.36
O -4.69 -0.15 0.01
P -3.31 -0.39 0.72
O -2.96 1.18 1.25
C -4.01 1.93 1.99
C -4.79 2.84 1.07
O -2.12 -0.01 -0.50
C -2.15 -0.28 -1.96
C -3.36 -1.01 -2.46
H -6.93 -2.69 -0.33
H -5.20 -2.80 -0.63
H -6.22 -1.74 -1.63
H -5.71 -1.37 1.37
H -6.69 -0.30 0.36
H -3.49 2.49 2.76
H -4.64 1.19 2.48
H -4.14 3.56 0.58
H -5.50 3.40 1.69
H -5.35 2.28 0.33
H -1.24 -0.85 -2.14
H -2.06 0.70 -2.43
H -3.47 -1.99 -1.99
H -3.21 -1.18 -3.53
H -4.27 -0.44 -2.34
F -0.17 1.80 -1.46
As -0.66 3.63 -1.39
F -2.05 2.84 -0.59
F 0.01 3.36 0.31
F -1.18 5.17 -1.01
F 0.89 4.01 -1.92
F -1.35 3.46 -2.90
*
```